Record 1
The following is a quantum chemistry calculation of a structure of composition C27H51GdNO2Si2 at a distorted geometry, from the OMol25 dataset.

- Total charge: +1
- Highest occupied orbital energy (spin up / spin down): -6.988 / -10.525 eV
- Energy relative to the best compared isomer or geometry (same formula, charge and spin): 7.095 eV
- Multiplicity: 8
- Orbital gap (spin up / spin down): 4.43 / 5.85 eV

```
84
C27H51GdNO2Si2 (wB97M-V/def2-TZVPD)
O 2.615 1.514 0.969
O 3.151 -0.812 0.341
C 2.197 2.727 0.301
C 1.078 3.566 0.970
H 1.876 2.437 -0.722
H 3.043 3.329 0.262
H 0.102 3.017 0.888
H 0.956 4.493 0.362
H 1.274 3.830 2.001
C 1.892 1.148 2.193
C 2.686 1.339 3.414
H 1.644 0.075 2.017
H 0.886 1.600 2.218
H 3.654 0.734 3.345
H 2.084 1.015 4.295
H 2.932 2.396 3.514
C 3.278 -2.253 0.783
C 4.444 -0.285 -0.195
C 2.818 -2.367 2.223
H 4.368 -2.535 0.707
H 2.718 -2.859 0.102
H 3.294 -1.647 2.893
H 2.970 -3.380 2.570
H 1.712 -2.202 2.283
C 5.504 -0.184 0.930
H 4.201 0.672 -0.591
H 4.811 -0.972 -0.942
H 5.087 0.352 1.789
H 6.305 0.438 0.553
H 5.869 -1.156 1.252
H 2.346 -0.230 0.124
Gd -1.582 -0.605 -0.733
C 0.804 -0.549 -0.812
Si 1.390 -0.969 -2.525
H 0.473 -1.257 -0.051
H 0.402 0.509 -0.691
C 2.337 0.463 -3.303
C 0.043 -1.529 -3.775
C 2.594 -2.466 -2.558
C -1.817 1.052 -2.377
Si -3.605 0.549 -2.743
H -1.177 0.969 -3.265
H -1.763 2.064 -2.040
C -3.690 -0.096 -4.494
C -4.729 2.065 -2.591
C -4.250 -0.750 -1.527
H 2.720 -2.799 -3.608
H 2.138 -3.315 -1.984
H 3.584 -2.229 -2.132
H 1.675 1.335 -3.464
H 2.756 0.195 -4.280
H 3.177 0.805 -2.676
H -0.870 -0.958 -3.747
H -0.168 -2.596 -3.612
H 0.500 -1.409 -4.780
H -4.300 2.936 -3.107
H -4.885 2.344 -1.540
H -5.711 1.845 -3.038
H -4.597 -0.284 -0.592
H -3.650 -1.656 -1.274
H -5.114 -1.150 -2.065
H -4.671 0.138 -4.937
H -3.541 -1.184 -4.520
H -2.908 0.371 -5.119
C -3.661 2.939 1.402
C -4.261 2.301 2.485
C -3.912 0.995 2.825
C -2.961 0.333 2.043
N -2.458 0.939 0.913
C -2.731 2.232 0.646
C -2.404 -0.990 2.439
C -2.630 -1.514 3.745
C -2.090 -2.746 4.121
C -1.306 -3.441 3.194
C -1.062 -2.931 1.885
C -1.629 -1.708 1.517
H -3.877 3.955 1.106
H -5.016 2.817 3.057
H -4.363 0.446 3.653
H -2.178 2.691 -0.193
H -3.233 -0.905 4.457
H -2.267 -3.132 5.124
H -0.864 -4.409 3.486
H -0.456 -3.508 1.205
```

Record 2
The following is a quantum chemistry calculation of a structure of composition C27H52AsBrCoNO9PS2Si3 at a distorted geometry, from the OMol25 dataset.

- Highest occupied orbital energy (spin up / spin down): -8.054 / -8.910 eV
- Energy relative to the best compared isomer or geometry (same formula, charge and spin): 1.762 eV
- Multiplicity: 4
- Orbital gap (spin up / spin down): 8.50 / 9.26 eV

```
98
C27H52AsBrCoNO9PS2Si3 (wB97M-V/def2-TZVPD)
Co 10.220 13.223 11.029
C 11.020 8.206 13.867
C 11.125 9.602 13.271
C 12.349 10.261 13.315
C 12.584 11.431 12.631
C 11.540 11.974 11.909
Br 11.683 8.055 10.296
N 10.308 11.347 11.901
C 10.100 10.200 12.533
H 11.081 7.441 13.122
H 10.056 8.038 14.383
H 11.784 8.030 14.626
H 13.127 9.795 13.889
H 13.566 11.940 12.658
H 9.094 9.778 12.501
O 10.130 15.350 8.471
S 10.390 14.033 7.938
O 9.547 13.553 6.885
O 10.455 13.055 9.039
C 12.067 13.989 7.268
C 12.798 15.163 7.387
C 14.047 15.303 6.785
C 14.554 14.244 6.056
C 13.811 13.100 5.901
C 12.604 12.914 6.537
S 11.954 11.262 6.180
O 13.055 10.559 5.583
O 10.701 11.251 5.506
O 11.796 10.743 7.657
H 12.373 16.017 7.884
H 14.648 16.225 6.867
H 15.482 14.343 5.541
H 14.228 12.290 5.307
C 11.437 5.832 7.291
C 11.676 7.055 6.463
O 12.474 8.054 7.171
P 11.932 9.126 8.185
O 13.422 9.603 8.700
C 14.530 8.760 9.074
C 15.760 9.221 8.341
O 10.349 8.906 7.910
C 9.302 9.660 8.627
C 8.057 9.501 7.755
H 10.986 5.061 6.636
H 10.806 6.052 8.156
H 12.424 5.464 7.608
H 10.747 7.517 6.140
H 12.276 6.786 5.600
H 14.263 7.742 8.845
H 14.697 8.829 10.146
H 15.514 9.330 7.279
H 16.533 8.456 8.520
H 16.130 10.171 8.719
H 9.558 10.696 8.685
H 9.237 9.184 9.616
H 8.161 9.991 6.805
H 7.184 9.939 8.282
H 7.924 8.457 7.593
C 10.850 17.660 13.581
Si 10.437 16.802 11.957
C 11.951 16.160 11.074
C 9.616 17.956 10.730
As 8.988 14.973 12.464
Si 6.842 15.176 11.582
C 6.852 16.429 10.140
C 6.332 13.490 10.885
C 5.767 15.712 13.002
Si 9.008 14.132 14.632
C 7.816 12.651 14.575
C 8.541 15.408 15.919
C 10.708 13.618 15.265
H 11.536 18.474 13.349
H 11.337 16.944 14.277
H 9.940 18.102 14.064
H 12.609 16.981 10.815
H 11.598 15.645 10.168
H 12.585 15.472 11.609
H 10.338 18.773 10.706
H 8.697 18.337 11.162
H 9.464 17.483 9.777
H 7.675 16.348 9.428
H 6.845 17.491 10.438
H 5.939 16.248 9.597
H 6.319 13.537 9.805
H 5.257 13.395 11.156
H 6.847 12.575 11.208
H 6.053 16.672 13.428
H 5.732 14.927 13.790
H 4.756 15.810 12.622
H 6.880 12.859 14.010
H 7.538 12.394 15.607
H 8.321 11.801 14.114
H 7.491 15.780 15.884
H 9.181 16.273 15.767
H 8.771 14.963 16.882
H 11.350 13.050 14.627
H 10.461 12.970 16.076
H 11.287 14.396 15.740
```